Record 1
Here is a cluster of 7 separate species, C44H83Cl2F6N4O18S in total at a distorted geometry from the Open Molecules 2025 dataset. Energies are from ωB97M-V with the def2-TZVPD basis set.

XYZ file:
```
158
Properties=species:S:1:pos:R:3:forces:R:3
C 3.331226 4.262026 3.796176 -0.472 -0.625 0.302
C 2.685072 3.766809 2.709923 0.591 0.882 -1.594
C 1.972279 2.371036 2.485354 2.162 2.670 0.360
N 0.866992 2.344272 3.418170 -0.101 -2.766 -1.401
C 0.154142 3.503540 3.823348 -2.172 1.029 0.139
O 0.376143 4.224090 4.709117 1.287 0.291 0.679
F -1.048798 3.755904 3.178497 1.501 -1.353 -0.234
C 0.499297 1.208080 4.171567 -1.176 -0.201 1.893
O 0.152764 1.354314 5.288753 -0.316 0.057 0.337
F 0.453912 -0.087732 3.713356 1.023 1.698 -1.146
C 3.147461 1.322940 2.804691 -2.649 -1.611 0.923
C 3.673955 1.083160 4.253974 1.751 -0.430 0.418
O 3.331649 1.625079 5.251822 -0.828 0.565 -0.600
N 4.607022 -0.058276 4.429518 -1.567 0.151 -0.475
C 3.831975 -1.023212 5.217904 0.193 -0.282 1.527
O 3.062725 -1.776259 4.748657 -0.175 -0.305 -0.652
F 4.012208 -1.020477 6.558925 0.517 0.833 -1.743
N 4.112452 1.229041 1.632452 -0.806 -1.324 1.460
C 5.539610 1.639234 1.775002 1.869 1.368 -0.206
C 5.871351 3.136863 2.067804 0.874 0.185 0.347
N 7.017604 3.405870 2.562417 -1.073 -0.710 -0.549
C 3.273567 1.818082 0.517345 -0.025 0.680 -0.051
S 3.998353 1.113085 -1.018591 6.656 -0.626 -1.374
O 4.803712 -0.099978 -0.793591 -2.807 0.296 1.032
O 5.000624 2.085446 -1.475361 -2.794 0.696 0.532
C 2.989969 0.748573 -2.515933 -0.395 -1.590 -4.583
F 2.611750 1.830477 -3.244476 -0.211 -0.917 2.024
F 3.898698 0.146878 -3.359212 -0.350 0.729 1.729
F 2.021865 -0.186408 -2.400309 0.393 1.762 0.701
C 1.751250 2.000985 0.891080 -0.877 1.237 0.766
C 0.652584 0.916466 0.896299 -0.211 -1.855 -0.312
Cl -1.086289 1.366121 1.210239 1.848 0.194 -0.411
C 0.759547 -0.425507 0.738968 -0.917 -0.070 -0.139
C -0.447397 -1.430517 0.757919 0.930 0.622 1.190
Cl 2.353081 -1.184723 0.539526 -0.754 0.316 0.152
C 1.273337 3.181854 -0.076866 -1.547 0.748 -1.081
C 0.407810 2.696387 -1.349505 -0.062 0.014 -0.150
C 0.354375 4.314448 0.513393 -0.372 1.525 -0.977
C 0.373458 5.539084 -0.547649 0.090 0.474 1.258
H 4.306476 4.803132 3.691187 -1.628 0.564 0.044
H 2.944328 4.104230 4.827176 0.946 -0.615 -0.728
H 2.696818 4.431228 1.798269 0.908 -1.229 0.479
H 2.562481 0.351678 2.664842 0.679 0.717 0.242
H 4.720302 -0.540137 3.531187 0.114 -0.097 0.422
H 4.203294 0.193824 1.613363 -0.347 0.410 -1.357
H 6.113768 1.372002 0.841292 -1.089 0.140 0.612
H 6.052332 1.037491 2.577139 -1.024 0.451 -0.564
H 5.236657 4.018757 1.833771 0.096 -1.051 -0.088
H 7.515814 2.515508 2.700309 0.289 0.413 0.279
H 3.687413 2.869136 0.468548 -0.631 -1.099 -0.206
H -0.928323 -1.261624 1.762074 0.190 -0.269 -1.050
H -1.200692 -1.209960 -0.031388 0.709 -0.238 0.517
H -0.070040 -2.476799 0.761212 -0.323 0.808 -0.366
H 2.126545 3.726724 -0.580098 -0.354 -0.741 1.031
H 0.597158 1.652403 -1.675758 -0.045 0.604 0.329
H -0.694742 2.786964 -1.155591 1.132 -0.148 -0.042
H 0.616552 3.358311 -2.231956 -0.087 -0.635 0.936
H 0.637311 4.785290 1.478367 0.082 -0.720 -0.468
H -0.731982 4.047887 0.586179 1.271 -0.331 0.136
H -0.672272 5.822728 -0.831333 1.050 -0.462 -0.150
H 1.040006 5.350031 -1.418640 -0.770 0.110 0.473
H 0.786979 6.447441 -0.023342 -0.321 -0.863 -0.562
C 2.811046 -2.981930 -3.418048 -0.028 -0.204 0.109
O 3.077844 -4.370947 -3.373070 0.037 0.292 -0.130
C 2.909562 -4.999566 -4.642941 0.295 -0.334 0.199
C 4.246107 -5.230773 -5.327684 -0.204 0.249 -0.286
O 4.871483 -3.999441 -5.678835 -0.010 -0.039 0.332
C 5.893326 -3.627610 -4.768494 0.057 0.041 -0.178
H 3.199705 -2.531507 -2.502928 0.012 -0.111 0.022
H 3.291334 -2.500828 -4.273468 -0.019 -0.008 -0.020
H 1.728514 -2.813341 -3.461710 -0.022 0.117 -0.067
H 2.239033 -4.416132 -5.278765 0.056 -0.017 0.020
H 2.437383 -5.968350 -4.458578 -0.049 0.043 -0.066
H 4.072571 -5.777948 -6.259408 -0.015 -0.028 0.038
H 4.907596 -5.836825 -4.700258 -0.044 0.045 0.043
H 6.785869 -4.238325 -4.941172 0.029 0.017 0.118
H 5.573748 -3.731367 -3.728698 -0.017 -0.048 -0.006
H 6.146268 -2.582196 -4.951661 -0.034 -0.060 -0.082
C -0.215427 -4.705659 -6.988191 0.134 -0.010 0.031
O -0.160673 -5.231000 -5.669349 -0.306 0.080 -0.168
C -1.352718 -4.980039 -4.933210 0.300 -0.318 0.207
C -2.249404 -6.206881 -4.889815 -0.341 0.270 -0.216
O -2.754113 -6.528004 -6.179619 0.330 -0.017 0.086
C -2.050807 -7.599486 -6.790732 -0.159 -0.059 -0.070
H 0.599573 -5.146770 -7.562904 0.014 0.010 0.094
H -1.159044 -4.944073 -7.483014 -0.006 0.009 0.038
H -0.079076 -3.619240 -6.961852 -0.054 0.028 -0.092
H -1.888747 -4.118199 -5.343672 -0.044 -0.079 -0.049
H -1.048923 -4.731838 -3.910428 -0.037 0.004 0.019
H -3.113432 -5.987652 -4.254061 0.036 0.003 0.037
H -1.720884 -7.061655 -4.455673 0.072 0.062 -0.028
H -2.350054 -8.548828 -6.334362 0.101 -0.034 -0.024
H -0.968297 -7.478628 -6.709225 -0.009 0.015 0.045
H -2.319182 -7.621502 -7.847386 -0.068 0.043 0.081
C 6.492024 7.862598 8.524223 0.126 0.034 0.095
O 7.103830 6.594932 8.714582 -0.297 0.011 -0.195
C 6.155440 5.545167 8.858684 0.481 -0.083 -0.028
C 5.997697 4.759303 7.567424 -0.454 0.077 0.134
O 5.413876 5.555606 6.538493 0.243 -0.003 -0.070
C 6.378072 6.043184 5.617426 -0.161 -0.032 -0.086
H 7.254691 8.557053 8.171556 0.033 -0.081 0.067
H 5.689495 7.821340 7.784191 -0.015 -0.031 0.023
H 6.095021 8.230296 9.475436 -0.075 0.059 -0.050
H 5.191394 5.935555 9.199476 -0.012 -0.021 -0.094
H 6.538681 4.873117 9.632633 -0.054 -0.027 -0.011
H 5.316591 3.921161 7.747685 0.026 -0.008 0.026
H 6.958258 4.347795 7.240959 0.025 0.093 0.040
H 6.693710 5.236090 4.945085 0.145 0.044 -0.014
H 7.251339 6.461617 6.121359 -0.006 -0.037 0.008
H 5.910841 6.829824 5.022162 -0.046 -0.044 0.062
C -4.857810 -2.159790 0.334387 0.099 0.081 -0.024
O -4.088648 -1.983007 1.518070 -0.161 -0.092 -0.065
C -4.897886 -1.932088 2.690205 0.450 -0.047 0.126
C -4.887367 -3.258580 3.432929 -0.492 0.059 -0.053
O -5.517726 -4.282585 2.673173 0.299 0.103 -0.128
C -4.584924 -5.133213 2.025228 -0.142 -0.144 0.048
H -4.179638 -2.443893 -0.471547 0.037 0.035 0.067
H -5.609107 -2.943298 0.448689 -0.015 0.043 0.007
H -5.348340 -1.219055 0.065632 -0.105 -0.063 -0.045
H -5.920330 -1.630695 2.442436 0.006 -0.095 -0.007
H -4.468836 -1.163259 3.340854 -0.048 -0.003 0.031
H -5.461143 -3.146670 4.358061 0.042 0.029 0.005
H -3.866931 -3.548587 3.703811 0.008 0.051 -0.070
H -4.139131 -5.819087 2.753261 0.086 -0.003 -0.065
H -3.796237 -4.568830 1.522142 -0.005 0.033 0.029
H -5.122648 -5.719537 1.278860 -0.046 0.038 0.084
C -3.537502 5.801644 -3.101832 0.108 0.056 0.064
O -2.939021 4.527824 -2.902101 -0.116 0.104 -0.093
C -3.897370 3.488368 -2.760189 0.390 -0.217 -0.035
C -4.064672 2.693568 -4.045423 -0.474 0.148 0.002
O -4.643140 3.484974 -5.074452 0.339 0.054 0.133
C -3.682281 3.960017 -6.005248 -0.136 -0.027 -0.130
H -2.765153 6.488205 -3.449618 0.028 -0.081 0.046
H -4.332922 5.765300 -3.848629 0.000 -0.040 0.025
H -3.940016 6.175864 -2.155026 -0.085 0.053 -0.046
H -4.858377 3.888294 -2.422472 -0.001 -0.015 -0.079
H -3.517077 2.817101 -1.982035 -0.088 -0.054 0.016
H -4.752046 1.862665 -3.856857 0.041 -0.012 0.040
H -3.108029 2.271383 -4.371402 0.030 0.069 0.047
H -3.377939 3.147082 -6.672960 0.094 0.050 -0.009
H -2.802298 4.376496 -5.509573 -0.004 -0.030 0.032
H -4.148279 4.744445 -6.602159 -0.056 -0.085 0.050
C -9.748215 -5.789702 -2.122268 -0.109 -0.103 0.043
O -9.948043 -5.822028 -0.717383 0.246 0.178 -0.163
C -8.748779 -5.589760 0.011920 -0.451 0.011 0.268
C -8.674684 -4.159445 0.520476 0.470 -0.023 -0.204
O -8.559447 -3.229397 -0.553938 -0.232 -0.096 0.046
C -9.792273 -2.597268 -0.862618 0.106 0.126 -0.042
H -10.724629 -5.717737 -2.601672 0.006 -0.050 0.091
H -9.145667 -4.931592 -2.428900 0.022 -0.009 0.029
H -9.263035 -6.714754 -2.450311 0.045 0.041 -0.090
H -7.870875 -5.835131 -0.595070 -0.006 0.090 -0.018
H -8.763179 -6.266553 0.871971 0.055 0.022 0.010
H -7.774076 -4.051616 1.134601 -0.032 -0.048 0.056
H -9.539531 -3.922289 1.147990 -0.031 -0.069 -0.069
H -10.021154 -1.838878 -0.106073 -0.114 -0.021 -0.015
H -10.614959 -3.312602 -0.924910 0.024 -0.017 0.041
H -9.687298 -2.103704 -1.829705 0.079 -0.022 0.061
```
Forces are in eV/Å.

Summary:
- Kohn-Sham gap: 6.62 eV
- Total charge: +1
- Total energy: -141951.569 eV
- E_LUMO: -3.742 eV
- Maximum force: 0.1327 Eh/bohr
- HOMO level: -10.37 eV
- Multiplicity: 1

Atomic partial charges in e from the Mulliken method, atoms 1 to 5: atom 1 (C): -1.409, atom 2 (C): -0.333, atom 3 (C): 0.945, atom 4 (N): 1.202, atom 5 (C): 0.285

Record 2
Here is the molecule C4H5ClN2O2 at a distorted geometry from the Open Molecules 2025 dataset. Energies are from ωB97M-V with the def2-TZVPD basis set.

XYZ file:
```
14
Properties=species:S:1:pos:R:3:forces:R:3
C -0.186635 -1.246041 -0.601111 4.210 -3.616 -0.133
C 1.113826 -0.569391 -0.365159 0.158 0.446 -1.328
N 2.256768 -1.090307 -0.730476 -0.910 -1.542 0.200
O 3.238915 -0.248530 -0.419401 0.565 1.015 -0.018
N 2.645102 0.930417 0.036839 -1.649 0.576 0.856
O 3.301301 1.863701 0.455108 1.066 0.332 -0.191
C 1.331586 0.757028 0.043191 -1.915 1.933 1.240
C 0.058716 1.980879 0.622055 3.280 -5.809 -1.841
Cl -0.860748 2.307309 -0.808333 -0.591 0.273 0.200
H -0.217331 -1.744433 -1.537206 0.429 0.187 -1.652
H -0.202485 -2.190427 -0.067255 -0.560 0.309 1.230
H -0.982000 -0.672662 -0.590336 -3.931 2.801 0.818
H 0.697607 2.741787 0.919522 0.548 1.611 0.895
H -0.299338 1.221532 1.349822 -0.700 1.483 -0.276
```
Forces are in eV/Å.

Summary:
- Kohn-Sham gap: 9.62 eV
- Total charge: 0
- Total energy: -23820.526 eV
- E_LUMO: 0.526 eV
- Maximum force: 0.1346 Eh/bohr
- HOMO level: -9.09 eV
- Multiplicity: 1

Atomic partial charges in e from the Mulliken method, atoms 1 to 5: atom 1 (C): -1.449, atom 2 (C): 0.742, atom 3 (N): -0.489, atom 4 (O): -0.137, atom 5 (N): 0.763